Entry from OMol25: a cluster of 3 separate species, C20H44BrN2 in total at a distorted geometry (wB97M-V/def2-TZVPD).

The geometry in XYZ format:
```
67
Properties=species:S:1:pos:R:3
C 4.9126 2.7586 2.0032
H 3.4393 2.1365 -0.2928
H -6.8098 -2.7541 -4.3925
H -3.8230 1.2650 -2.9463
H 3.7544 -3.4931 2.8700
C -5.3902 -2.6703 -2.0675
H -8.3996 -2.3801 -3.6745
C 5.0668 0.1783 2.0764
H 3.2045 2.2420 3.8846
H 4.9670 0.2808 3.1569
C 4.3174 1.5713 0.0198
H -4.4860 2.2832 -0.2656
H -3.6199 -0.6519 -1.4518
H 6.1759 -2.6485 1.2867
C -4.5371 1.1785 -2.1274
H -5.1964 -2.6139 -0.9964
H 2.3012 0.5643 1.3838
H 2.3470 2.2485 1.6449
H -7.0439 -4.1924 -2.3073
H 3.5212 -1.2611 2.1490
H -4.1946 -0.3737 -4.3751
H 4.0223 -4.0629 1.3616
H 4.3002 0.6178 -0.5079
C -2.4451 2.0406 -0.7924
H -5.1907 -0.3063 -0.7262
C -6.8531 -3.1224 -2.2244
H 5.1348 4.2071 0.4658
H 6.0942 0.3489 1.7545
H -2.2349 2.8311 -0.0719
H 4.0609 3.4257 2.1368
H -5.5612 1.5311 -2.2489
H 6.4909 1.6983 -0.2545
C 4.5995 -3.7576 2.2344
H 5.1721 -4.4745 2.8228
H 3.1999 0.4989 3.9837
H 6.7751 3.6004 1.0949
H 5.4323 2.6910 2.9589
C -7.3226 -2.3801 -3.5064
H -3.2514 -1.6995 -3.6148
H -7.4092 -2.7638 -1.3582
N 4.2462 1.4035 1.6215
H -4.6936 -2.0525 -4.6423
H -1.7863 2.0421 -1.6608
H -2.2717 1.0520 -0.3674
H -4.7522 -3.4144 -2.5442
C 2.7676 1.3159 2.0208
H 5.8844 -2.3448 2.8868
C 5.7434 3.3766 0.8237
C -4.2412 -1.3660 -3.9267
C -4.6149 -0.2534 -1.6502
C 1.3242 1.2881 4.1860
H 0.7504 2.0799 3.7043
C -3.8791 2.1660 -1.1634
C 5.5993 2.3192 -0.3430
N -5.2282 -1.2239 -2.7125
C -6.7789 -0.9974 -3.1029
H -7.3111 -0.5236 -2.2780
H -3.8661 3.0837 -1.7514
H -6.8632 -0.3583 -3.9818
H 4.3386 -1.2989 0.5410
H 1.3220 1.4366 5.2658
H 0.9047 0.3204 3.9111
Br -0.2474 -3.0346 0.2441
H 5.6625 2.8025 -1.3179
C 2.6639 1.3509 3.5657
C 4.4742 -1.2345 1.6206
C 5.3315 -2.5269 1.9653
```

Calculated values
LUMO level ... -0.06616 hartree
Energy relative to the best compared isomer or geometry (same formula, charge and spin) ... 280.1 kJ/mol
HOMO level ... -7.975 eV
Net charge ... +1

***

Entry from OMol25: a structure of composition C20H44ClN6O8PS2Ti (wB97M-V/def2-TZVPD).

The geometry in XYZ format:
```
83
Properties=species:S:1:pos:R:3
C 2.0817 -2.2215 4.4872
H 1.3422 2.6127 -0.5793
C -0.3497 -2.6834 -4.5899
H 0.6147 3.7382 -1.7281
H 3.9914 -3.2671 1.0014
C -3.6379 3.2256 1.2867
O -0.4943 1.1630 0.2462
H 4.0174 -2.7746 -0.7232
C 1.6352 -3.5651 4.4946
C 0.3636 -3.1591 2.4285
H -1.7948 5.0931 0.7226
H 2.7442 -1.8198 5.2379
H 4.3485 -0.4619 1.8069
H -0.4747 0.1899 -4.1704
H -0.8456 1.1272 4.0223
H -3.9942 1.8205 -1.0191
N -0.2540 3.7500 0.1975
O 0.4920 -0.9736 1.5594
O 3.2372 -0.8140 -2.5461
H -1.9026 -4.8277 -3.7951
H 0.5133 -2.1064 -4.9202
C 4.1349 -0.5757 0.7365
O 3.0553 -1.4718 0.5716
H -3.3227 3.4298 -1.3598
N -0.9415 2.4808 2.4299
H -3.2429 3.3863 2.2863
C -1.2952 -0.4043 -4.5643
S -1.8231 -0.7319 -1.6078
C -3.0975 2.4386 -0.9465
Ti 0.7686 -0.6321 -0.3363
H -1.3557 5.1090 -0.9960
Cl 1.9533 -0.3796 -3.0817
H -4.5482 2.6262 1.3719
O 0.9457 -2.0604 -1.0457
P -1.0581 2.4261 0.7800
H -0.2858 5.8405 0.2110
H 0.4502 -5.0111 3.4649
C -2.6955 -4.0951 -3.6395
H -2.4955 1.5905 3.5808
N 0.8285 -1.8859 2.4866
H 1.9534 -0.4050 3.3529
H -3.9981 -3.5247 -1.2895
C 3.7367 0.7352 0.0940
C 3.4241 -2.7930 0.1938
H 5.0392 -0.9550 0.2517
H -2.3235 1.9675 -1.5494
H 1.4129 1.2781 2.2432
C 0.8190 -3.9960 3.4997
H 2.0760 2.7705 1.5731
H 3.7275 0.6265 -0.9862
H -0.7325 -3.2443 -5.4464
N -2.6749 2.5451 0.4439
H -3.9191 4.1989 0.8655
O 1.2969 0.4773 -1.9452
C -1.8312 -1.9746 -2.7750
C -1.5018 1.3626 3.1787
H -0.1886 4.4250 2.5920
H -2.6005 -4.6013 -1.0618
H -2.5219 -2.9290 -0.4852
C -0.6501 3.6608 3.2131
H -1.5637 0.4793 2.5439
H 2.5009 -3.3365 0.0160
H -3.6051 -4.6292 -3.3695
H 3.1735 1.5861 2.3264
C -0.9649 5.0049 0.0222
O 2.1587 0.5595 -4.1705
H 0.0514 3.4046 4.0135
S -0.6684 -3.6922 1.2351
C 1.6547 -1.4315 3.4695
H -1.5498 4.0779 3.6836
C 0.9034 3.6001 -0.6817
H 1.6546 4.3529 -0.4262
H -0.0080 -3.3753 -3.8230
H 1.9369 -4.2418 5.2829
H -2.8676 -3.5470 -4.5636
N -2.3831 -3.1689 -2.5595
O 2.3995 1.0688 0.4636
N -1.3420 -1.7623 -4.0364
C -2.9056 -3.5744 -1.2635
H -1.1855 -0.4811 -5.6470
H 4.4191 1.5438 0.3725
C 2.2670 1.7050 1.7279
H -2.2277 0.1072 -4.3409
```

Calculated values
LUMO level ... 0.01589 hartree
Energy relative to the best compared isomer or geometry (same formula, charge and spin) ... 162.7 kJ/mol
HOMO level ... -6.997 eV
Net charge ... 0

***

Entry from OMol25: a cluster of 8 separate species, C20H44F27N3O4P4S in total at a distorted geometry (wB97M-V/def2-TZVPD).

The geometry in XYZ format:
```
103
Properties=species:S:1:pos:R:3
C 0.1635 1.2738 -2.7450
N -1.5133 1.1277 0.7973
H -0.3295 -1.6810 -0.0096
F -4.1329 2.6893 1.8354
F 2.0725 -5.0531 -1.1018
H 1.0053 -3.0302 2.0642
F -5.2301 0.5749 1.9961
H -0.5073 3.3373 -3.1379
C -0.0923 2.3987 -4.9776
C 1.0312 3.8478 -7.5336
H -0.1129 1.3114 -1.6912
P -5.6071 2.1262 1.5900
H 1.6890 -2.3670 4.2038
H 1.1591 4.3656 -8.4816
S 2.4371 1.4341 1.9190
H -2.4739 3.7191 -4.6357
F -0.6270 4.9787 -1.6692
C -1.6304 2.4678 0.0361
F -7.0997 1.5187 1.2594
H -0.9514 -1.2632 1.5941
C -0.0445 4.8341 -5.5359
F 1.9889 -4.1377 -3.2552
O 2.3453 2.3228 3.0682
F 3.6032 -3.4130 -1.8008
O 3.5629 1.7187 1.0289
H 3.0096 -5.7724 3.9426
F -1.8426 0.1065 3.4804
P -1.6665 -1.0485 4.6462
O 1.1386 1.2053 1.3004
H 0.9826 2.5599 -5.0233
C -1.7630 -0.0925 -0.0088
C -1.2208 -1.3757 0.5431
H 1.7159 3.0010 -7.5856
H -0.0477 0.2311 -2.9878
N -0.7431 3.5103 -5.8205
H -0.3607 -3.6525 3.0935
F -3.3619 6.7363 -1.6477
H 1.8401 5.6791 -6.5379
H 2.9444 -3.4740 4.7730
N 1.4357 -4.4541 3.6536
F 1.8676 -2.0622 -2.3311
H 0.2005 -3.0452 6.0344
C -0.6088 2.3390 -3.5692
F 1.9596 -2.9629 -0.1942
H -2.1575 1.2414 1.5903
F 4.0869 -0.2335 3.1184
F -2.7911 4.5531 -2.1279
F -0.4734 -0.2333 5.3326
H 1.7764 -5.6102 6.2988
F -6.0425 3.6580 1.2383
H -1.9411 -2.1865 0.4657
H 0.0420 -5.2628 6.6370
F -2.2255 5.5667 -0.1078
F 0.3585 -3.7141 -1.6451
P 1.9919 -3.5807 -1.7168
H -1.9178 3.1520 0.8269
C 3.6017 -4.3978 2.3686
H 1.2457 1.4091 -2.7765
H -2.5666 2.5301 -5.9454
H 0.3839 -4.7350 1.8805
H 3.3319 -3.9603 1.4048
H -1.0612 3.8032 -7.9512
F -2.9240 -1.8086 3.9698
C 4.8572 -5.2246 2.1070
C 2.8406 -0.2552 2.6757
H -2.4318 2.4301 -0.6945
H -2.6774 4.3259 -6.3025
F -1.5189 -2.2337 5.7380
F -1.7773 6.2557 -3.2711
H -0.0345 5.1625 -4.4966
F 2.6182 -1.2235 1.7677
H -0.4163 1.5217 -5.5420
F -5.9748 2.3892 3.1443
P -2.0017 5.8942 -1.6943
H 1.9668 4.3777 -5.5836
H 4.5728 -5.9116 1.3075
H 3.8908 -3.4861 2.8990
H -0.8046 5.5067 -5.9460
F -2.7084 -0.2661 5.5840
C -2.2531 3.5395 -5.6869
F -5.1997 1.7813 0.0632
F 2.0058 -0.4631 3.6963
F -1.0973 7.1606 -1.3179
H -0.4425 2.2244 -7.5372
C 1.8701 -3.3416 4.6531
H 0.8788 -6.4673 4.3556
C -0.3893 3.2780 -7.2734
H 5.2192 -5.8165 2.9516
C 0.5736 -5.4357 4.5162
C 2.6006 -5.2696 3.0656
C 1.1312 -3.6093 5.9509
H 2.0675 -5.9661 2.4198
H -0.4692 -5.2731 4.2598
H 5.6889 -4.5798 1.8283
C 1.2710 4.7735 -6.3317
C 0.8840 -5.0723 5.9722
H 1.7509 -3.3264 6.8031
C 0.5478 -3.8894 2.5448
H -1.6384 1.9832 -3.5808
H -0.6575 2.6007 -0.4240
F -0.6283 -1.8654 3.6693
H -0.5924 1.0886 1.2638
O -2.4258 -0.0376 -0.9946
```

Calculated values
LUMO level ... 0.09682 hartree
Energy relative to the best compared isomer or geometry (same formula, charge and spin) ... 0.0 kJ/mol
HOMO level ... -4.857 eV
Net charge ... -2

***

Entry from OMol25: a cluster of 3 separate species, C20H44FIN in total at a distorted geometry (wB97M-V/def2-TZVPD).

The geometry in XYZ format:
```
67
Properties=species:S:1:pos:R:3
H 5.3889 0.4348 -4.3241
H -4.5319 4.9195 3.5855
H -4.1977 6.2268 4.7130
H -1.9005 0.6299 0.7214
H -0.1554 0.6256 0.5246
C -3.7184 1.7633 4.1309
H -3.8262 -0.5621 0.2429
H -3.5767 3.1315 2.4830
H 1.0220 0.4100 -3.7975
H 4.3337 -2.9666 -4.3497
H -2.2732 1.9704 2.5567
C -1.0563 -1.3168 0.2231
H 5.6698 -1.1730 -4.8759
H -2.8519 -1.3864 2.3940
C 5.4104 -0.5938 -4.0065
H -4.3609 1.1047 3.5395
C -3.7334 5.5180 4.0266
F 3.5241 1.0625 -2.9018
H -1.2180 3.1469 4.4232
C 3.5842 -2.1931 -4.4011
H -3.4932 0.2860 5.6954
H -1.9665 5.2995 5.2202
H 4.0562 -1.2923 -2.5504
H -2.2335 1.5139 5.7089
H 1.8872 -3.2605 -4.8871
C -3.6109 -1.6263 0.3760
H 3.1169 0.4414 -4.7222
C -1.9924 3.6601 3.8456
H -1.1996 0.5290 -0.8998
H 6.4555 0.0398 -2.2709
H -4.2664 -4.0162 1.6903
H -0.9022 -1.6297 1.2587
H 2.3278 -3.5050 -3.2540
H -0.1849 -1.6793 -0.3359
C 2.2436 -2.7428 -4.0102
C -3.6295 -1.9496 1.8696
C -2.7141 4.6494 4.7589
N 4.0449 -1.0519 -3.5476
C 1.1624 -1.7086 -3.6178
C 7.8512 -0.6942 -3.6715
H 0.3998 -1.6898 -4.3802
H -3.5253 -3.6221 3.2412
C 1.6685 -0.2836 -3.2844
H -4.3889 2.3879 4.7263
H 3.5563 -1.8199 -5.4171
H 8.6399 -1.0529 -3.0317
H -3.2057 4.1197 5.5789
H 8.0371 0.3094 -4.0300
C 6.4997 -0.7808 -2.9706
H 0.6884 -2.0880 -2.7288
C 3.0625 0.0561 -3.7159
H -2.5133 -3.8229 1.8174
C -1.0855 0.2034 0.1378
C -2.3098 -1.9774 -0.3475
H -4.4304 -2.1605 -0.1131
C -2.8614 0.9052 5.0572
C -3.4729 -3.4384 2.1677
H 7.8341 -1.3402 -4.5400
H -2.1713 -3.0624 -0.3416
H -2.2125 0.2409 4.4811
H -1.4640 4.2169 3.0649
H 1.5575 -0.0545 -2.2347
C -2.8969 2.6252 3.1746
H -2.4137 -1.6937 -1.4009
H -4.5826 -1.6100 2.2820
H -3.2554 6.0892 3.2282
I 6.3607 -2.6716 -1.9850
```

Calculated values
LUMO level ... -0.09961 hartree
HOMO level ... -12.233 eV
Net charge ... +1

***

Q: The lowest net charge belongs to which entry?
A: C20H44F27N3O4P4S